i:
The ion C11H15N2 with charge +1. Source: the Open Molecules 2025 dataset; level of theory: ωB97M-V with the def2-TZVPD basis set.

Properties
spin multiplicity	1
total charge	+1
LUMO level	-4.35	eV
SMILES	C/[NH+]=C/[C@]12C=CC=C[C@H]1CN=C2C

Last column: natural (NBO) charge in e.
Cartesian coordinates (Å):
C  -3.24067  -1.02010  -0.55996  -0.46
N  -1.94066  -0.51052  -0.77777  -0.46
C  -0.95681  -0.91164  -0.01723  0.30
C  0.37541  -0.22677  0.00030  -0.22
C  0.13243  0.18502  1.46855  -0.22
C  -0.18951  1.48454  1.68081  -0.15
C  -0.27380  2.51382  0.63492  -0.25
C  0.08527  2.20666  -0.58936  -0.14
C  0.61239  0.88619  -1.03996  -0.28
C  2.21039  0.74088  -1.27043  -0.24
N  2.63567  -0.42948  -0.56142  -0.35
C  1.74444  -0.92237  0.12369  0.32
C  1.94613  -2.18162  0.86659  -0.67
H  -3.19829  -2.02469  -0.11296  0.23
H  -3.93146  -0.25679  -0.10737  0.24
H  -3.86300  -1.31922  -1.45631  0.25
H  -1.82821  0.28577  -1.38363  0.43
H  -1.23359  -1.77989  0.54619  0.24
H  0.34267  -0.58800  2.22536  0.25
H  -0.22962  1.81528  2.77249  0.25
H  -0.51905  3.58352  1.05608  0.26
H  0.01197  2.95095  -1.35855  0.23
H  0.11057  0.69679  -2.05130  0.23
H  2.78582  1.75412  -0.97894  0.23
H  2.40492  0.70219  -2.37220  0.23
H  2.91673  -2.20036  1.32066  0.27
H  1.91849  -3.09935  0.21463  0.26
H  1.17140  -2.33495  1.72714  0.20


ii:
The ion C11H15N2 with charge +1. Source: the Open Molecules 2025 dataset; level of theory: ωB97M-V with the def2-TZVPD basis set.

Properties
spin multiplicity	1
total charge	+1
LUMO level	-3.93	eV
SMILES	C=C(C)c1ccccc1N(C)C=[NH2+]

Last column: natural (NBO) charge in e.
Cartesian coordinates (Å):
C  -0.22223  -1.91851  -1.01198  -0.39
C  -0.83049  -1.47486  0.04049  0.02
C  -1.29158  -2.21602  1.31173  -0.63
C  -1.07616  0.02146  0.11181  -0.05
C  -2.45062  0.18266  -0.02320  -0.19
C  -2.99488  1.42388  0.02422  -0.15
C  -2.12832  2.53663  0.06481  -0.20
C  -0.81243  2.34511  0.13704  -0.22
C  -0.25270  1.09481  0.30501  0.10
N  1.24816  0.97425  0.31460  -0.30
C  2.08393  1.78009  -0.52375  -0.45
C  1.90285  0.19876  1.14537  0.38
N  3.18725  -0.13545  0.87157  -0.75
H  0.34810  -1.31624  -1.60581  0.19
H  0.03094  -2.92196  -1.20131  0.21
H  -0.62006  -3.13910  1.44236  0.23
H  -2.27810  -2.33876  1.16762  0.23
H  -1.13112  -1.57278  2.21295  0.22
H  -2.99447  -0.73493  -0.25976  0.23
H  -4.04853  1.59107  -0.08400  0.23
H  -2.43036  3.57446  -0.12218  0.24
H  -0.21088  3.26018  0.17684  0.23
H  1.70548  2.14469  -1.44199  0.26
H  2.78144  1.10708  -0.91964  0.22
H  2.52859  2.67484  0.06787  0.24
H  1.48606  -0.67874  1.73173  0.25
H  3.55660  -0.97599  1.09995  0.42
H  3.94269  0.53446  0.45786  0.43


iii:
The ion C11H15N2 with charge +1. Source: the Open Molecules 2025 dataset; level of theory: ωB97M-V with the def2-TZVPD basis set.

Properties
spin multiplicity	1
total charge	+1
LUMO level (alpha / beta)	-5.52 / -5.52	eV

Last column: natural (NBO) charge in e.
Cartesian coordinates (Å):
C  2.48749  2.28870  0.75334  -0.06
C  2.55777  0.99086  1.26941  -0.23
C  1.39816  2.65194  -0.09737  -0.25
C  1.41049  0.26185  1.44827  -0.12
C  0.29984  1.80275  -0.14838  0.13
C  0.29343  0.61916  0.72641  0.03
C  -1.47580  -2.42359  -0.62797  0.20
C  -1.97782  -2.24307  0.75592  -0.50
C  -1.15997  -1.23350  1.52958  -0.25
C  -0.92379  2.13637  -0.91944  -0.67
C  0.33868  -1.44453  -2.12521  -0.42
N  -0.79273  -0.18967  0.59371  -0.15
N  -0.52691  -1.66550  -1.00389  -0.28
H  3.38922  2.99650  0.80351  0.25
H  3.50664  0.70375  1.75155  0.24
H  1.20952  3.52423  -0.72180  0.24
H  1.24093  -0.65771  1.90054  0.21
H  -1.90649  -3.14187  -1.24779  0.20
H  -2.98432  -2.01503  0.65492  0.26
H  -2.24639  -3.17205  1.20133  0.27
H  -1.76132  -0.55321  2.29329  0.28
H  -0.22508  -1.57643  1.98990  0.20
H  -1.14534  3.10708  -1.04581  0.24
H  -0.75497  1.91976  -1.93318  0.24
H  -1.81109  1.50556  -0.62437  0.25
H  0.64031  -0.36314  -2.01751  0.23
H  -0.14974  -1.70491  -3.11058  0.22
H  1.06927  -2.12430  -2.04840  0.23


Tell me which of them is the most stable. Sure, it is ii.


i:
A structure of composition C31H31As2NO3Pd. Source: the Open Molecules 2025 dataset; level of theory: ωB97M-V with the def2-TZVPD basis set.

Properties
spin multiplicity	1
total charge	0
LUMO level	0.27	eV

Last column: natural (NBO) charge in e.
Cartesian coordinates (Å):
Pd  -0.96486  0.09915  -0.50754  0.61
C  -2.57147  -1.24573  -3.60807  -0.95
As  -1.68192  -1.62016  -1.93281  1.16
C  -2.83066  -2.96973  -1.14856  -0.95
C  -0.12091  -2.65415  -2.42845  -0.35
C  -0.07156  -3.27019  -3.67559  -0.21
C  1.01512  -4.05261  -4.03376  -0.20
C  2.05786  -4.22638  -3.13753  -0.21
C  2.01341  -3.60631  -1.89799  -0.14
C  0.93555  -2.80989  -1.52364  -0.33
As  0.95442  -1.89017  0.21973  0.87
C  1.11967  -3.47936  1.36010  -0.95
C  2.82225  -1.32524  0.21065  -0.95
H  -2.81854  -2.16731  -4.13135  0.23
H  -1.93189  -0.61823  -4.22536  0.25
H  -3.48884  -0.70580  -3.37858  0.24
H  -2.88593  -3.83270  -1.81135  0.23
H  -3.82295  -2.55572  -0.97762  0.24
H  -2.40751  -3.26613  -0.19013  0.24
H  -0.87893  -3.13816  -4.38395  0.21
H  1.04775  -4.51992  -5.00933  0.22
H  2.91101  -4.83609  -3.40588  0.22
H  2.84321  -3.74373  -1.21507  0.20
H  1.94555  -4.11446  1.03981  0.22
H  0.19318  -4.05231  1.33076  0.23
H  1.29633  -3.15030  2.38442  0.23
H  3.49749  -2.17488  0.11702  0.21
H  3.03234  -0.79708  1.14031  0.24
H  2.97137  -0.64206  -0.62537  0.26
O  -0.37215  1.92400  0.47048  -0.74
C  1.01264  2.27442  0.18397  0.07
C  1.48284  1.54774  -1.12331  0.78
O  2.56203  1.88383  -1.58059  -0.66
O  0.70212  0.66167  -1.62459  -0.77
C  1.05901  3.78543  0.04175  0.02
C  1.05974  4.40474  -1.20355  -0.20
C  0.99005  5.78753  -1.29322  -0.22
C  0.91609  6.56275  -0.14553  -0.19
C  0.91317  5.95113  1.09999  -0.22
C  0.98788  4.56990  1.19192  -0.22
C  1.84828  1.76554  1.35172  -0.06
C  1.25543  1.13673  2.44047  -0.23
C  2.03528  0.67334  3.49444  -0.21
C  3.41141  0.83189  3.46605  -0.22
C  4.00496  1.46391  2.37912  -0.23
C  3.23121  1.93140  1.33013  -0.15
H  -0.92620  2.71162  0.46019  0.52
H  1.13924  3.80852  -2.10280  0.24
H  1.00089  6.26004  -2.26685  0.22
H  0.86645  7.64126  -0.22116  0.21
H  0.86172  6.54850  2.00095  0.22
H  1.00246  4.09404  2.16499  0.22
H  0.18273  1.00515  2.46824  0.23
H  1.55979  0.18838  4.33785  0.21
H  4.01961  0.47052  4.28536  0.21
H  5.07905  1.59469  2.34870  0.22
H  3.69077  2.41092  0.47636  0.24
N  -6.86447  -1.00974  3.75628  -0.32
C  -5.94670  -0.85091  3.08249  0.28
C  -4.80071  -0.65380  2.23690  -0.21
C  -4.92291  0.07472  1.05732  -0.18
C  -3.81594  0.25505  0.24111  -0.22
C  -2.57029  -0.28089  0.58044  -0.15
C  -2.46804  -1.00513  1.77162  -0.28
C  -3.56662  -1.19084  2.59558  -0.15
H  -5.88306  0.49363  0.78482  0.22
H  -3.92977  0.82361  -0.67432  0.21
H  -1.51457  -1.42855  2.06467  0.22
H  -3.47392  -1.75107  3.51713  0.22


ii:
A structure of composition C31H31As2NO3Pd. Source: the Open Molecules 2025 dataset; level of theory: ωB97M-V with the def2-TZVPD basis set.

Properties
spin multiplicity	1
total charge	0
LUMO level	0.01	eV

Last column: natural (NBO) charge in e.
Cartesian coordinates (Å):
Pd  -0.12874  -0.19017  -0.52761  0.61
C  0.42546  -0.82319  -4.13687  -0.95
As  -0.81521  -0.81867  -2.66152  1.19
C  -2.40255  -0.03196  -3.44841  -0.95
C  -1.36084  -2.68386  -2.47035  -0.36
C  -1.23868  -3.53450  -3.56698  -0.20
C  -1.65964  -4.85299  -3.49403  -0.20
C  -2.21486  -5.33006  -2.31844  -0.21
C  -2.32836  -4.49065  -1.22148  -0.15
C  -1.89858  -3.16819  -1.27437  -0.33
As  -1.97127  -2.03286  0.32280  0.88
C  -3.91385  -1.92650  0.55666  -0.94
C  -1.63616  -3.33889  1.73738  -0.94
H  -0.05327  -1.19755  -5.04018  0.23
H  1.29304  -1.42591  -3.87502  0.26
H  0.74805  0.20547  -4.29472  0.25
H  -2.73621  -0.64103  -4.28723  0.23
H  -2.17747  0.97987  -3.78074  0.25
H  -3.18087  0.01563  -2.68911  0.24
H  -0.80830  -3.17395  -4.49230  0.21
H  -1.55245  -5.50269  -4.35257  0.22
H  -2.55022  -6.35654  -2.25118  0.22
H  -2.75072  -4.88108  -0.30316  0.20
H  -4.35629  -2.92117  0.60778  0.22
H  -4.35910  -1.37968  -0.27420  0.23
H  -4.12001  -1.39036  1.48280  0.23
H  -2.31366  -4.19123  1.71821  0.21
H  -1.74990  -2.81552  2.68675  0.24
H  -0.60581  -3.68391  1.65742  0.24
O  0.74849  0.47291  1.37485  -0.74
C  2.19600  0.57824  1.44620  0.07
C  2.79290  -0.34200  0.31728  0.78
O  4.00568  -0.48723  0.34856  -0.67
O  1.98069  -0.83839  -0.52078  -0.79
C  2.57781  0.07700  2.83340  0.06
C  2.45021  0.93156  3.92509  -0.23
C  2.67803  0.47521  5.21495  -0.22
C  3.04282  -0.84536  5.42618  -0.21
C  3.17619  -1.70204  4.34292  -0.20
C  2.94442  -1.24614  3.05470  -0.22
C  2.64525  2.00502  1.20330  -0.07
C  3.98128  2.34043  1.41830  -0.18
C  4.42213  3.63104  1.19031  -0.21
C  3.53948  4.61008  0.74697  -0.20
C  2.21277  4.28266  0.53112  -0.23
C  1.76956  2.98406  0.75659  -0.18
H  0.34352  1.09891  1.98635  0.50
H  2.18873  1.97184  3.76491  0.22
H  2.58025  1.15427  6.05206  0.21
H  3.23073  -1.20387  6.42997  0.21
H  3.47067  -2.73169  4.49968  0.21
H  3.07082  -1.91526  2.21509  0.23
H  4.66884  1.57223  1.74569  0.24
H  5.46301  3.87612  1.35773  0.21
H  3.88833  5.61980  0.57296  0.21
H  1.51350  5.03364  0.18515  0.21
H  0.73112  2.74606  0.56912  0.20
N  -3.76643  6.10522  -1.40199  -0.31
C  -3.22448  5.09735  -1.29470  0.28
C  -2.54693  3.83814  -1.16130  -0.20
C  -1.32686  3.63221  -1.80193  -0.17
C  -0.67605  2.41496  -1.67574  -0.23
C  -1.23064  1.38590  -0.90043  -0.13
C  -2.45603  1.60653  -0.26829  -0.30
C  -3.10915  2.82584  -0.39053  -0.15
H  -0.89213  4.43003  -2.39111  0.23
H  0.28562  2.27597  -2.15618  0.22
H  -2.89892  0.82315  0.33592  0.22
H  -4.05477  2.99775  0.10826  0.23


Tell me which of them is the most stable. Sure, it is i.


i:
A cluster of 2 separate species, C2H2ClN in total. Source: the Open Molecules 2025 dataset; level of theory: ωB97M-V with the def2-TZVPD basis set.

Properties
spin multiplicity	1
total charge	0
LUMO level (alpha / beta)	-3.83 / -3.86	eV

Last column: natural (NBO) charge in e.
Cartesian coordinates (Å):
C  -2.02700  -0.49644  -0.02257  -0.12
C  0.89441  0.52200  -0.25784  -0.12
N  -1.84210  -1.27873  0.78227  -0.63
Cl  2.21700  0.07081  0.42628  0.35
H  0.05807  0.72381  0.39422  0.27
H  0.69962  0.45854  -1.32237  0.25


ii:
The molecule C2H2ClN. Source: the Open Molecules 2025 dataset; level of theory: ωB97M-V with the def2-TZVPD basis set.

Properties
spin multiplicity	1
total charge	0
LUMO level	0.75	eV

Last column: natural (NBO) charge in e.
Cartesian coordinates (Å):
C  0.62022  1.05253  -0.26269  -0.01
C  -1.26454  -0.44579  -0.14640  -0.09
N  -0.24389  0.21710  -0.08141  -0.33
Cl  -2.78018  0.15604  0.02095  0.06
H  1.06723  1.53340  0.68805  0.17
H  -1.12743  -1.42686  -0.40321  0.20


Tell me which of them is the most stable. Sure, it is ii.


i:
The ion C5H7N2O2S with charge +1. Source: the Open Molecules 2025 dataset; level of theory: ωB97M-V with the def2-TZVPD basis set.

Properties
spin multiplicity	1
total charge	+1
LUMO level (alpha / beta)	-6.75 / -4.83	eV

Last column: natural (NBO) charge in e.
Cartesian coordinates (Å):
C  1.60564  -0.50185  0.12642  0.23
C  -2.81536  0.30311  -0.04277  0.09
C  4.13328  0.07365  0.03098  -0.46
C  -2.06713  -0.85550  -0.05876  0.00
C  0.20532  -0.08645  0.06268  0.53
N  -2.58293  1.58801  0.00614  -0.63
N  -0.73030  -1.09690  0.05426  -0.50
O  2.07412  -1.61501  0.01114  -0.53
O  -0.03673  1.09792  0.04144  -0.61
S  2.72758  0.92421  0.27649  0.57
H  -3.91140  0.05026  -0.04322  0.24
H  4.03694  -0.99214  -0.10968  0.26
H  5.21427  0.52703  -0.08558  0.28
H  -2.56348  -1.74446  0.14832  0.23
H  -3.21750  2.25440  -0.28269  0.41
H  -1.67963  2.10506  -0.02380  0.45
H  -0.39268  -2.03134  -0.11136  0.45


ii:
The ion C5H7N2O2S with charge +1. Source: the Open Molecules 2025 dataset; level of theory: ωB97M-V with the def2-TZVPD basis set.

Properties
spin multiplicity	1
total charge	+1
LUMO level	-5.27	eV

Last column: natural (NBO) charge in e.
Cartesian coordinates (Å):
C  -1.06418  1.15479  -1.72588  -0.47
C  -0.89814  0.71783  -2.89908  0.76
C  -1.49794  1.97855  -0.64994  -0.44
C  0.02390  -0.20399  0.64222  -0.09
C  0.94516  -0.16982  1.89768  -0.67
N  1.06516  -2.17915  0.15979  0.25
N  0.34231  -1.22880  -0.20916  -0.34
O  -0.69162  0.21179  -3.92095  -0.32
O  1.45274  -3.03754  -0.56232  -0.30
S  0.18408  1.40323  -0.46781  0.77
H  -1.58140  3.01769  -1.02900  0.29
H  -2.09490  1.40712  0.01271  0.26
H  -0.96837  -0.19441  0.93692  0.22
H  0.81411  0.76666  2.31923  0.24
H  2.01443  -0.43236  1.65328  0.24
H  0.59082  -0.99528  2.67927  0.26
H  1.36382  -2.21633  1.16301  0.35


Tell me which of them is the most stable. Sure, it is i.